21
Properties=species:S:1:pos:R:3:forces:R:3 method="wB97M-V/def2-TZVPD" mol_weight_g_mol=158.28 total_energy_ha=-676.41796 lumo_energy_ev=-0.71 homo_lumo_gap_ev=7.55 homo_energy_ev=-8.254 e_above_lowest_kj_mol=0.0
Si 0.16522 0.63966 3.14530 -0.27 0.60 -0.25
C 2.29591 0.44790 -0.05917 0.29 -0.47 -1.82
C -2.45738 0.52650 -0.43580 1.99 1.25 -0.10
C 1.16926 -1.52380 -1.05507 0.97 2.19 0.60
C -0.04548 0.63274 -0.69693 -0.14 -3.03 0.21
C -0.02759 -0.81143 -1.03975 -0.48 2.05 1.61
C -1.29090 1.22899 -0.44520 1.47 2.32 0.20
C 2.27989 -0.86288 -0.59932 1.04 -1.62 0.51
C -2.39692 -0.80816 -0.61365 -1.93 -2.91 -0.50
C -1.23263 -1.46496 -0.90484 -2.07 -2.24 -1.33
C 1.17294 1.19575 -0.26442 0.53 0.26 -0.36
H 3.28345 0.85274 0.18729 -0.67 0.13 0.22
H 1.41767 1.47339 3.41534 -0.04 -0.23 -0.01
H -1.41157 -2.55673 -1.16275 0.96 1.28 0.53
H -3.36316 -1.40318 -0.56727 1.36 0.73 -0.03
H -1.17686 2.31054 -0.12890 -0.75 -1.23 -0.48
H 1.16898 -2.55639 -1.22034 0.12 -1.33 -0.56
H 3.20384 -1.45732 -0.57152 -0.26 0.39 0.14
H -3.33542 1.02286 -0.28611 -2.30 1.13 0.59
H 1.26495 2.25013 -0.26128 -0.20 1.10 0.75
H 0.84708 -0.66930 3.32272 0.39 -0.36 0.06

24
Properties=species:S:1:pos:R:3:forces:R:3 method="wB97M-V/def2-TZVPD" mol_weight_g_mol=174.01 total_energy_ha=-562.88868 lumo_energy_ev="-0.09 / -0.12" homo_lumo_gap_ev="8.62 / 7.83" homo_energy_ev="-8.705 / -7.948" e_above_lowest_kj_mol=471.9
O 4.30068 1.76642 -0.22658 -3.77 -1.70 -1.37
O 4.57996 -0.38597 0.98423 -1.09 0.62 -0.63
C -1.36912 0.77344 -0.65746 -1.20 0.47 -1.33
C -2.65911 1.11324 -1.09209 0.57 -0.38 -0.37
C 0.90782 -0.86881 -1.64764 -0.60 -1.25 -1.81
C -3.68596 0.87439 -0.20070 -0.79 0.99 1.27
C -2.12065 0.11441 1.44920 0.69 -1.05 -1.54
C -1.05575 0.16992 0.49304 -1.14 0.56 1.22
C 2.37421 0.18299 0.00534 1.74 0.17 0.00
C 1.25682 -0.37129 -0.29163 -0.14 0.85 0.55
C 0.23244 -0.46359 0.81330 0.35 -1.01 1.09
C -3.39825 0.40951 1.11454 -2.06 -0.13 -0.70
B 3.82537 0.55156 0.24673 0.11 -0.35 0.32
H -4.73117 1.19667 -0.35904 0.68 -0.45 -0.49
H -1.98155 -0.57152 2.22606 0.47 -0.41 1.76
H 5.48980 -0.18817 1.17192 0.54 0.27 -0.02
H 0.54854 -0.11062 1.83990 0.22 -0.27 -1.32
H 1.79010 -1.31265 -2.24916 -1.41 0.52 1.27
H -4.27908 0.10124 1.76955 1.44 0.72 -0.75
H 0.06206 -1.59918 -1.50427 1.02 0.19 -0.45
H 0.44815 -0.11100 -2.32690 0.47 -0.18 0.72
H 5.06717 1.98247 0.17758 4.04 1.33 1.77
H 0.06499 -1.55639 0.92865 -0.14 0.37 0.12
H -2.83462 1.41651 -2.13587 0.02 0.12 0.69

25
Properties=species:S:1:pos:R:3:forces:R:3 method="wB97M-V/def2-TZVPD" mol_weight_g_mol=238.21 total_energy_ha=-1607.01821 lumo_energy_ev=0.47 homo_lumo_gap_ev=8.23 smiles=CSB(C)c1ccsc1-c1cccs1 homo_energy_ev=-7.758 e_above_lowest_kj_mol=0.0
S 3.84273 0.05051 -1.07599 -0.96 0.95 -0.15
S 0.44691 -1.86476 0.93628 0.12 -0.23 -0.02
S -1.35839 0.04393 -1.46542 -1.22 -0.01 0.09
C 3.33006 1.67897 -1.59865 0.52 -3.21 1.00
C 2.20637 -0.33667 -0.60658 0.09 0.23 0.46
C 1.99759 1.80292 -1.42624 1.32 2.11 -0.87
C 2.09603 -3.80165 0.76950 0.14 1.68 -0.24
C 1.36791 0.71382 -0.85508 -3.88 -0.61 2.02
C -3.04419 0.41158 -0.83877 -2.30 -5.49 -0.31
C -0.86158 1.75091 0.93937 -2.54 1.19 -4.61
C 0.86700 -3.49218 1.27659 -1.42 -0.95 0.55
C 1.90265 -1.58313 0.10143 2.19 -0.33 -0.94
C 2.75789 -2.68900 0.13227 -2.84 -0.47 1.02
B -0.35893 0.89107 -0.30603 2.78 0.03 -0.67
H 2.65262 -4.69279 0.73507 -0.06 -1.42 0.50
H -3.90790 0.12881 -1.58556 2.04 0.56 1.04
H -1.34896 1.18873 1.63860 -1.62 -1.79 1.74
H 4.15716 2.25437 -1.88064 0.44 1.25 -0.71
H -1.62900 2.60688 0.61592 1.50 -1.86 0.46
H 1.58525 2.75524 -1.71174 -0.69 0.06 0.13
H -3.12417 1.37917 -0.61862 -0.28 3.95 0.75
H -0.14049 2.22390 1.43770 3.23 1.95 1.79
H 0.02472 -4.09328 1.76087 1.77 0.67 -0.70
H -3.37999 -0.17963 0.12565 1.17 0.94 -1.77
H 3.71923 -2.91841 -0.26830 0.49 0.81 -0.54

24
Properties=species:S:1:pos:R:3:forces:R:3 method="wB97M-V/def2-TZVPD" mol_weight_g_mol=239.12 total_energy_ha=-3070.99859 lumo_energy_ev="0.02 / -0.57" homo_lumo_gap_ev="7.34 / 7.19" homo_energy_ev="-7.320 / -7.757" e_above_lowest_kj_mol=240.0
Br 0.36903 0.83371 -3.00011 -0.37 -0.25 -0.76
N 0.43309 -1.84793 -0.03438 1.56 2.06 0.65
N -0.76751 -2.07771 -0.13271 -0.45 -2.56 0.11
C -1.85001 -0.33543 -1.64109 0.66 -1.81 0.80
C -1.75704 -1.58108 -0.69279 -0.46 1.61 -1.41
C 1.68249 2.27382 0.92903 -0.21 0.49 -1.30
C 1.43057 -2.87312 -0.14597 0.65 0.05 1.51
C 1.11730 1.80290 -0.24231 -1.18 -1.27 0.49
C -0.86733 1.06038 0.91181 1.23 0.97 0.62
C -0.14346 1.12609 -0.26187 -0.76 0.27 -1.85
C -0.76816 0.61872 -1.51170 2.31 1.04 1.32
C 0.92886 2.22597 2.09606 0.62 -0.39 1.77
C -0.30483 1.59765 2.05335 -0.64 -0.42 -0.11
H -1.86878 -0.71027 -2.64846 -0.33 -0.02 -0.53
H 1.64663 -3.02728 -1.22649 -0.07 -0.55 0.70
H 1.65968 1.80403 -1.15747 0.46 0.31 -0.28
H -0.98380 1.38891 2.85950 0.51 0.65 1.09
H -2.82786 -0.03015 -1.34671 -0.81 1.05 -0.08
H -1.84798 0.70687 1.08632 -0.86 -0.77 -0.69
H -2.68335 -2.05855 -0.55745 -1.16 -0.46 0.56
H 2.65460 2.74068 0.73380 -0.27 -0.10 1.00
H 1.32416 2.50424 3.10733 -0.27 0.04 -1.24
H 1.09464 -3.81750 0.48767 0.90 1.66 -1.58
H 2.32907 -2.32498 0.33464 -1.07 -1.59 -0.79

25
Properties=species:S:1:pos:R:3:forces:R:3 method="wB97M-V/def2-TZVPD" mol_weight_g_mol=253.12 total_energy_ha=-3125.63619 lumo_energy_ev=-4.11 homo_lumo_gap_ev=8.33 smiles="[NH3+][C@@]1(Br)N=CCC(c2ccccc2)=N1" total_charge=+1 homo_energy_ev=-12.441 e_above_lowest_kj_mol=8.2
Br 2.85429 -1.42589 1.88380 0.01 0.27 -0.21
N 0.24468 -0.36732 1.23938 0.69 -0.50 -0.65
N 0.49998 -1.74098 3.25489 -2.81 2.06 -3.12
N 0.53221 -2.80411 1.20312 0.03 0.61 0.88
C -1.24845 3.22480 -1.91494 -0.74 2.17 0.12
C -0.73156 3.34422 -0.60828 -0.17 -4.70 -0.79
C 0.33259 -2.79852 -0.03526 -0.07 -1.22 -1.70
C -0.35929 2.15114 0.05438 0.06 -1.39 -2.16
C 0.89012 -1.49801 1.76707 -0.54 -1.00 -0.35
C -1.29599 1.99408 -2.59559 0.92 1.16 0.40
C 0.14498 -0.34143 -0.07484 -0.17 0.80 1.60
C -0.34373 0.90919 -0.66340 0.08 0.68 -0.74
C -0.71642 0.90714 -2.01604 -0.45 2.06 2.95
C 0.56850 -1.54064 -0.87827 1.20 -1.09 -1.66
H -0.67417 4.19121 -0.04701 -0.02 2.58 0.92
H -1.63742 4.23577 -2.29746 0.54 -1.97 -0.04
H -0.57749 -1.59355 3.24162 2.22 -0.72 0.65
H -0.67962 0.10056 -2.60626 0.31 -3.21 -1.75
H 0.08115 -1.73013 -1.94012 1.18 0.91 2.27
H 1.77576 -1.41214 -0.98621 -2.71 -0.45 -0.01
H -1.55859 1.75598 -3.60313 -0.67 1.07 -0.61
H 0.99549 -1.08993 3.80638 0.43 0.96 1.21
H 0.85686 -2.65493 3.30112 -0.05 -1.99 1.08
H 0.00390 -3.81267 -0.50665 0.63 2.04 0.64
H 0.04223 1.99619 1.02172 0.10 0.88 1.07

24
Properties=species:S:1:pos:R:3:forces:R:3 method="wB97M-V/def2-TZVPD" mol_weight_g_mol=233.08 total_energy_ha=-1649.33359 lumo_energy_ev=0.84 homo_lumo_gap_ev=9.25 smiles=Cl[C@@H]1CCP(c2ccccc2)[C@H]1Cl homo_energy_ev=-8.409 e_above_lowest_kj_mol=0.0
Cl 3.40598 -0.90819 1.04600 1.14 -0.98 0.57
Cl 1.45894 2.63648 -0.08289 0.29 -0.04 -0.68
P 0.77041 -1.09233 -0.23780 0.65 0.58 -0.79
C -2.42490 -0.97319 2.12791 0.18 0.64 -1.22
C -3.13205 0.13085 0.07870 0.08 -0.67 2.59
C -1.16065 -1.05410 1.66989 1.44 1.02 -2.77
C -1.82840 0.09910 -0.37232 0.40 -0.27 -1.78
C -3.41509 -0.44008 1.37001 -0.19 1.32 -3.22
C 2.58550 1.28910 -0.46275 -2.75 -2.56 2.86
C 2.40113 0.55107 -1.76924 -1.73 2.37 -0.14
C 1.95311 -0.02596 0.73037 0.88 2.72 -2.03
C -0.84764 -0.55238 0.36473 -0.16 -0.34 1.38
C 1.03976 -0.14396 -1.89963 1.06 -2.93 0.62
H 0.21798 0.51997 -1.99382 -0.46 0.72 -0.53
H -2.58856 -1.33977 3.04893 -0.98 -1.29 3.12
H -4.44020 -0.50237 1.61196 -0.91 0.09 0.74
H -0.37273 -1.51244 2.22291 0.33 -0.37 0.47
H 3.59798 1.58603 -0.20452 -0.13 -0.12 0.03
H 1.06092 -0.97716 -2.71276 -0.16 1.79 1.20
H -3.92545 0.62813 -0.43712 -0.26 0.03 -0.48
H 1.59936 0.43917 1.66339 0.02 -0.11 -0.58
H -1.58847 0.42161 -1.42774 -0.41 -0.11 1.42
H 3.22126 -0.10571 -1.78141 1.04 -1.01 -0.61
H 2.41184 1.32613 -2.55279 0.64 -0.47 -0.16

28
Properties=species:S:1:pos:R:3:forces:R:3 method="wB97M-V/def2-TZVPD" mol_weight_g_mol=372.47 total_energy_ha=-2011.75252 lumo_energy_ev=-0.10 homo_lumo_gap_ev=5.73 homo_energy_ev=-5.825 e_above_lowest_kj_mol=0.0
Y 8.47124 -11.00177 2.50641 -0.27 0.38 -0.36
Cl 10.14600 -10.31804 0.30096 0.42 0.32 0.10
Cl 6.48963 -13.94099 -1.26716 0.41 0.42 0.04
Cl 9.81073 -11.73001 -4.92880 -0.15 -0.04 0.46
O 7.99786 -12.10353 0.69016 -0.25 -0.48 -0.62
O 7.12504 -8.97209 2.31166 -0.05 0.16 -0.06
N 6.16836 -8.02754 0.47500 0.37 0.01 0.26
C 5.26000 -7.03024 -0.08217 -0.29 -0.17 0.24
C 10.01989 -11.41722 3.80655 0.61 -0.65 0.24
C 8.36587 -12.07206 -0.56661 -0.42 0.06 0.55
C 9.25743 -11.84327 -3.27325 -0.26 -0.18 0.43
C 6.36565 -8.14294 1.78204 -0.05 -0.21 -0.32
C 6.93204 -8.88813 -0.40374 0.28 -0.29 -0.03
C 8.22294 -12.70349 -2.91616 0.11 -0.17 -0.51
C 9.38535 -11.21099 -0.98084 0.08 -0.08 0.13
C 7.78785 -12.80912 -1.61250 -0.32 -0.37 0.26
C 9.84808 -11.09504 -2.26688 0.61 0.41 -0.70
H 5.77071 -7.44310 2.36432 -0.05 0.11 0.38
H 4.23340 -7.28385 0.16213 -0.20 -0.01 0.04
H 10.89182 -11.95631 4.23488 -0.50 0.52 -0.17
H 10.68755 -10.43535 -2.48244 -0.24 -0.12 0.01
H 6.60389 -8.74784 -1.41666 -0.14 0.05 -0.40
H 5.46717 -6.03593 0.29432 0.15 0.16 0.03
H 6.78908 -9.93017 -0.13443 -0.03 -0.16 0.04
H 9.86173 -10.45195 4.34451 -0.01 0.13 0.23
H 5.33842 -7.03148 -1.16160 0.17 0.04 -0.07
H 7.99715 -8.66741 -0.34228 0.01 0.05 0.02
H 7.75587 -13.35261 -3.63991 -0.01 0.08 -0.23

24
Properties=species:S:1:pos:R:3:forces:R:3 method="wB97M-V/def2-TZVPD" mol_weight_g_mol=194.66 total_energy_ha=-957.28280 lumo_energy_ev=0.43 homo_lumo_gap_ev=9.10 smiles=CNCCC#Cc1ccc(Cl)nc1 homo_energy_ev=-8.672 e_above_lowest_kj_mol=119.2
Cl 1.26567 -1.48097 5.97495 -0.40 0.04 -0.75
N 0.04957 -0.28432 -2.89029 0.82 1.43 0.83
N -0.08250 -1.41794 3.62429 0.53 0.44 0.31
C -0.36689 -0.87635 2.42820 1.11 0.40 0.49
C -0.93081 1.68793 -1.65024 0.57 0.18 -0.48
C -0.42662 1.23716 -0.37765 -0.24 0.38 -0.25
C 1.30295 0.87350 2.70695 0.04 -0.86 0.95
C -1.15352 0.49064 -2.54814 0.20 -0.85 -1.70
C 1.57154 0.29119 3.96529 0.18 0.74 -0.67
C -0.08439 -1.44769 -3.74489 0.07 0.86 -0.21
C 0.87079 -0.82791 4.38922 -0.92 -0.03 -1.32
C -0.03969 0.80433 0.66143 0.19 -0.56 1.15
C 0.30808 0.27285 1.94938 -0.23 -0.06 -0.45
H -0.39188 -2.28509 -3.16191 -0.36 -1.11 0.22
H 0.52528 -0.50889 -2.01701 -0.02 -0.06 -0.36
H 0.86133 -1.68608 -4.27384 -0.52 0.22 0.34
H -1.07696 -1.34465 1.72683 0.19 0.00 0.86
H -1.60139 0.81675 -3.49959 0.06 0.02 0.25
H 2.33040 0.74049 4.58477 0.08 -0.11 0.20
H -1.87774 2.21361 -1.52523 -0.01 0.03 0.04
H -0.20562 2.38835 -2.08291 -0.18 -0.11 -0.11
H 1.87128 1.72932 2.31189 -0.38 -0.48 0.40
H -1.86073 -0.16124 -2.07195 -0.85 -0.35 0.44
H -0.85816 -1.22500 -4.47956 0.07 -0.17 -0.18